No. 1
ORCA calculation (the ωB97M-V functional and the def2-TZVPD basis) on a gas-phase ion, C12H16NS (charge +1).

Geometry as XYZ:
```
30
Properties=species:S:1:pos:R:3:forces:R:3
C 3.608 0.476 1.031 -0.2 1.3 0.0
C 3.392 -0.882 1.110 1.5 -1.4 -0.2
C 2.572 1.293 0.499 -0.2 0.3 -1.0
C 2.149 -1.479 0.842 0.4 -0.5 1.2
C 1.354 0.714 0.146 1.2 -1.2 1.1
C 1.147 -0.624 0.534 0.5 0.8 0.0
C -0.917 0.008 -0.094 1.4 0.2 -1.9
C 0.169 1.123 -0.621 -1.7 0.6 -0.8
C -0.338 2.535 -0.319 2.8 -0.3 2.4
C 0.490 1.051 -2.178 -1.4 -3.7 1.1
C -0.805 -1.956 1.412 1.9 1.1 3.6
C -3.582 -1.208 -0.477 -1.5 -1.0 -2.0
N -0.224 -0.936 0.540 -3.0 0.6 -1.9
S -2.526 0.245 -0.727 0.8 0.0 0.6
H 4.571 0.951 1.375 -1.2 -0.7 -0.6
H 4.279 -1.531 1.304 -1.0 0.5 0.2
H 2.733 2.353 0.221 0.1 -0.7 0.5
H 1.920 -2.544 1.018 0.6 0.6 -0.1
H 0.385 3.284 -0.666 0.0 -0.3 0.1
H -0.348 2.585 0.789 -0.2 0.5 -0.5
H -1.248 2.843 -0.678 -2.3 0.2 -1.1
H -0.458 1.211 -2.684 0.2 0.5 -0.4
H 0.776 -0.030 -2.465 -0.1 1.6 0.5
H 1.285 1.703 -2.422 0.6 0.8 -0.3
H -0.021 -2.739 1.651 -1.2 1.0 -0.4
H -1.751 -2.413 1.232 -0.4 -0.1 -1.1
H -0.972 -1.300 2.382 0.3 -1.8 -1.4
H -4.706 -0.873 -0.591 2.4 -0.3 0.5
H -3.403 -1.568 0.548 -0.4 -0.3 -0.8
H -3.456 -1.974 -1.408 0.1 1.6 2.7
```
Forces are in eV/Å.

Calculated values
Charge: +1
Spin multiplicity: 1
Energy relative to the best compared isomer or geometry (same formula, charge and spin), kcal/mol: 59.5
Frontier orbital gap, eV: 8.3
E_LUMO, eV: -4.088


No. 2
ORCA calculation (the ωB97M-V functional and the def2-TZVPD basis) on a molecular structure, C12H17BCrN6O.

Geometry as XYZ:
```
38
Properties=species:S:1:pos:R:3:forces:R:3
H 1.013 3.301 1.344 0.2 -0.2 0.1
N 0.604 1.641 0.075 -2.0 1.9 -1.2
B -0.227 0.347 -2.159 -1.0 0.2 0.0
N 0.195 1.596 -1.285 1.5 0.3 0.6
C 0.486 2.789 -1.847 -0.4 -0.1 0.9
Cr 1.406 0.189 1.234 -1.1 1.1 2.0
H 0.468 2.918 -2.921 -0.4 0.0 0.2
C 0.846 3.688 -0.851 0.0 0.0 0.0
H 1.092 4.731 -0.968 -0.1 -0.1 0.0
C 0.842 2.953 0.338 0.2 -1.0 -1.2
H -0.051 0.593 -3.315 0.4 0.0 -0.1
C -2.611 -2.656 3.925 1.3 -0.3 -0.6
H -2.017 -3.202 4.648 0.1 -0.1 0.2
H -2.086 -1.748 3.652 0.0 0.2 0.0
H -2.738 -3.269 3.041 0.0 -0.1 -0.2
N -1.820 -0.021 -2.076 -0.3 -0.2 1.9
N 0.794 -0.736 -1.682 1.4 -0.2 1.1
N -2.186 -0.189 -0.779 1.5 0.0 1.4
N 1.194 -0.906 -0.351 -0.6 -2.9 -2.8
C -2.956 -0.240 -2.822 -0.4 -0.3 0.7
C 1.573 -1.525 -2.452 -0.6 -0.1 0.7
H -2.991 -0.140 -3.880 0.2 0.0 -0.6
H 1.586 -1.405 -3.525 -0.3 -0.2 0.0
C -4.013 -0.579 -1.958 0.9 0.3 -0.4
C 2.314 -2.375 -1.640 0.2 -0.2 0.0
C -3.451 -0.525 -0.673 0.5 0.2 -0.9
C 2.027 -1.980 -0.334 -0.7 1.2 -1.1
H -5.039 -0.843 -2.133 0.0 0.1 -0.6
H 2.968 -3.177 -1.949 -0.1 0.2 0.0
H -3.901 -0.715 0.296 0.1 0.1 -0.2
H 2.339 -2.382 0.614 0.3 -0.1 0.1
H -3.545 -2.423 4.335 -1.4 0.4 0.6
C 3.384 0.910 2.433 0.5 0.8 0.6
C 1.972 1.154 3.080 -2.3 -1.8 -3.1
O 1.443 1.756 3.974 1.9 0.4 0.6
H 3.260 1.167 1.323 0.5 0.3 1.2
H 3.612 -0.181 2.409 0.0 0.5 0.5
H 4.214 1.486 2.877 0.1 -0.4 -0.4
```
Forces are in eV/Å.

Calculated values
Spin multiplicity: 5
Energy relative to the best compared isomer or geometry (same formula, charge and spin), kcal/mol: 55.5
<S²>: 6.128
Frontier orbital gap (alpha / beta), eV: 6.6 / 7.0
E_LUMO (alpha / beta), eV: -0.428 / -0.119


No. 3
ORCA calculation (the ωB97M-V functional and the def2-TZVPD basis) on a molecular structure, C12H17BN6NiO.

Geometry as XYZ:
```
38
Properties=species:S:1:pos:R:3:forces:R:3
H 1.262 3.400 0.028 0.0 -0.1 -0.2
N 0.878 1.856 -1.384 0.4 2.9 -1.6
B 0.386 0.511 -3.498 -0.2 -0.3 1.4
N 0.767 1.832 -2.774 0.5 0.7 1.6
C 0.970 3.076 -3.240 0.0 -0.3 0.5
Ni 0.881 0.319 -0.347 -2.6 -1.0 0.3
H 0.933 3.261 -4.304 0.0 0.1 0.1
C 1.205 3.927 -2.163 0.0 0.2 -0.2
H 1.400 4.984 -2.210 0.0 0.0 0.0
C 1.142 3.138 -1.015 -0.4 -1.4 -1.4
H 0.341 0.623 -4.683 0.0 0.0 0.0
C -2.356 -2.627 2.213 0.6 -0.5 -0.5
H -1.582 -3.028 2.876 -0.2 0.1 -0.2
H -1.890 -2.001 1.444 -0.1 -0.2 0.2
H -2.883 -3.457 1.733 0.1 0.2 0.1
N -0.974 0.084 -2.861 -0.9 -0.3 0.8
N 1.386 -0.581 -3.026 0.8 -0.6 1.4
N -1.077 -0.094 -1.503 0.2 0.1 -0.1
N 1.586 -0.805 -1.664 1.6 -1.7 -2.1
C -2.170 -0.170 -3.436 0.1 -0.1 1.0
C 2.103 -1.483 -3.718 -0.1 0.1 0.6
H -2.272 -0.088 -4.507 -0.2 0.0 0.1
H 2.079 -1.467 -4.799 0.1 -0.1 0.1
C -3.068 -0.510 -2.421 0.3 0.1 -0.2
C 2.769 -2.310 -2.818 0.1 -0.1 -0.3
C -2.333 -0.449 -1.219 0.5 0.3 -1.4
C 2.434 -1.858 -1.541 -1.1 1.3 -1.1
H -4.101 -0.766 -2.530 -0.2 -0.1 -0.1
H 3.416 -3.134 -3.062 0.0 0.0 0.0
H -2.646 -0.637 -0.199 0.1 0.1 -0.2
H 2.742 -2.205 -0.566 0.0 0.1 -0.1
H -3.047 -2.046 2.782 -0.5 0.4 0.4
C 1.456 0.814 2.334 0.7 0.5 0.6
C 2.129 0.570 1.012 0.1 -0.6 -1.2
O 3.306 0.556 0.723 0.2 0.3 1.3
H 0.418 1.127 2.164 0.2 -0.1 0.2
H 2.004 1.596 2.869 -0.1 -0.1 0.3
H 1.467 -0.125 2.902 0.0 0.2 0.0
```
Forces are in eV/Å.

Calculated values
Spin multiplicity: 3
Energy relative to the best compared isomer or geometry (same formula, charge and spin), kcal/mol: 0.0
<S²>: 2.015
Frontier orbital gap (alpha / beta), eV: 7.8 / 7.8
E_LUMO (alpha / beta), eV: 0.750 / 0.091


Q: Which of these has the lowest energy relative to the best compared isomer or geometry (same formula, charge and spin)?
A: C12H17BN6NiO


Repeat the second record exactly.
ORCA calculation (the ωB97M-V functional and the def2-TZVPD basis) on a molecular structure, C12H17BCrN6O.

Geometry as XYZ:
```
38
Properties=species:S:1:pos:R:3:forces:R:3
H 1.013 3.301 1.344 0.2 -0.2 0.1
N 0.604 1.641 0.075 -2.0 1.9 -1.2
B -0.227 0.347 -2.159 -1.0 0.2 0.0
N 0.195 1.596 -1.285 1.5 0.3 0.6
C 0.486 2.789 -1.847 -0.4 -0.1 0.9
Cr 1.406 0.189 1.234 -1.1 1.1 2.0
H 0.468 2.918 -2.921 -0.4 0.0 0.2
C 0.846 3.688 -0.851 0.0 0.0 0.0
H 1.092 4.731 -0.968 -0.1 -0.1 0.0
C 0.842 2.953 0.338 0.2 -1.0 -1.2
H -0.051 0.593 -3.315 0.4 0.0 -0.1
C -2.611 -2.656 3.925 1.3 -0.3 -0.6
H -2.017 -3.202 4.648 0.1 -0.1 0.2
H -2.086 -1.748 3.652 0.0 0.2 0.0
H -2.738 -3.269 3.041 0.0 -0.1 -0.2
N -1.820 -0.021 -2.076 -0.3 -0.2 1.9
N 0.794 -0.736 -1.682 1.4 -0.2 1.1
N -2.186 -0.189 -0.779 1.5 0.0 1.4
N 1.194 -0.906 -0.351 -0.6 -2.9 -2.8
C -2.956 -0.240 -2.822 -0.4 -0.3 0.7
C 1.573 -1.525 -2.452 -0.6 -0.1 0.7
H -2.991 -0.140 -3.880 0.2 0.0 -0.6
H 1.586 -1.405 -3.525 -0.3 -0.2 0.0
C -4.013 -0.579 -1.958 0.9 0.3 -0.4
C 2.314 -2.375 -1.640 0.2 -0.2 0.0
C -3.451 -0.525 -0.673 0.5 0.2 -0.9
C 2.027 -1.980 -0.334 -0.7 1.2 -1.1
H -5.039 -0.843 -2.133 0.0 0.1 -0.6
H 2.968 -3.177 -1.949 -0.1 0.2 0.0
H -3.901 -0.715 0.296 0.1 0.1 -0.2
H 2.339 -2.382 0.614 0.3 -0.1 0.1
H -3.545 -2.423 4.335 -1.4 0.4 0.6
C 3.384 0.910 2.433 0.5 0.8 0.6
C 1.972 1.154 3.080 -2.3 -1.8 -3.1
O 1.443 1.756 3.974 1.9 0.4 0.6
H 3.260 1.167 1.323 0.5 0.3 1.2
H 3.612 -0.181 2.409 0.0 0.5 0.5
H 4.214 1.486 2.877 0.1 -0.4 -0.4
```
Forces are in eV/Å.

Calculated values
Spin multiplicity: 5
Energy relative to the best compared isomer or geometry (same formula, charge and spin), kcal/mol: 55.5
<S²>: 6.128
Frontier orbital gap (alpha / beta), eV: 6.6 / 7.0
E_LUMO (alpha / beta), eV: -0.428 / -0.119


Q: Which of these has the lowest energy relative to the best compared isomer or geometry (same formula, charge and spin)?
A: C12H17BN6NiO